{"formula": "C18H18CrN6O2S3", "method": "ωB97M-V/def2-TZVPD", "species": ["Cr", "C", "C", "N", "N", "C", "N", "S", "C", "C", "C", "C", "C", "N", "H", "H", "H", "H", "H", "H", "H", "H", "H", "O", "C", "C", "C", "C", "C", "C", "C", "O", "N", "N", "C", "S", "C", "C", "S", "H", "H", "H", "H", "H", "H", "H", "H", "H"], "coordinates": [[0.061, 0.246, 0.618], [-2.904, -2.730, -0.485], [-2.068, -1.519, -0.234], [-1.034, -1.498, 0.539], [-0.674, -2.635, 1.183], [0.375, -2.466, 1.970], [0.779, -3.573, 2.626], [1.274, -1.014, 2.253], [-2.385, -0.240, -0.894], [-3.423, -0.100, -1.807], [-3.649, 1.139, -2.383], [-2.839, 2.209, -2.041], [-1.821, 1.996, -1.128], [-1.604, 0.808, -0.569], [-2.560, -3.546, 0.140], [-2.829, -3.031, -1.533], [-3.955, -2.528, -0.271], [0.243, -4.418, 2.535], [1.530, -3.513, 3.287], [-4.039, -0.950, -2.061], [-4.453, 1.267, -3.096], [-2.983, 3.190, -2.470], [-1.149, 2.788, -0.821], [3.298, 3.636, -2.394], [2.888, 4.365, -1.344], [3.300, 5.699, -1.290], [2.919, 6.508, -0.239], [2.118, 6.009, 0.786], [1.708, 4.693, 0.736], [2.076, 3.852, -0.317], [1.588, 2.453, -0.303], [0.842, 2.081, 0.673], [1.939, 1.685, -1.314], [1.416, 0.406, -1.205], [1.731, -0.390, -2.145], [2.703, 0.075, -3.533], [2.842, -1.611, -4.183], [1.558, -2.352, -3.858], [1.194, -2.066, -2.108], [2.932, 2.725, -2.273], [3.924, 6.069, -2.091], [3.251, 7.538, -0.215], [1.824, 6.643, 1.611], [1.091, 4.274, 1.519], [3.701, -2.104, -3.728], [3.000, -1.539, -5.258], [1.668, -3.426, -4.001], [0.733, -1.990, -4.471]], "total_energy_ha": -3414.88132, "lumo_energy_ev": [-0.378, -0.586], "de_lowest_ev": 0.0000, "spin_multiplicity": 5, "gap_ev": [6.886, 7.166]}

=====

{"formula": "C18H18ILaO", "method": "ωB97M-V/def2-TZVPD", "species": ["C", "C", "C", "H", "C", "C", "H", "H", "H", "H", "C", "C", "C", "H", "C", "C", "H", "H", "H", "H", "La", "O", "C", "C", "H", "H", "H", "H", "C", "C", "C", "H", "C", "H", "C", "H", "C", "H", "I"], "coordinates": [[1.221, 2.735, 3.461], [2.174, 2.925, 2.417], [1.504, 2.772, 1.147], [3.284, 2.961, 2.587], [0.114, 2.469, 1.364], [-0.071, 2.471, 2.811], [-1.030, 2.217, 3.301], [1.497, 2.560, 4.531], [1.969, 2.872, 0.133], [-0.682, 2.291, 0.562], [2.640, -1.727, 1.076], [3.456, -1.407, 2.253], [2.704, -1.733, 3.448], [4.381, -0.791, 2.266], [1.397, -2.248, 2.996], [1.370, -2.253, 1.511], [0.529, -2.616, 0.849], [2.927, -1.618, 0.006], [2.928, -1.342, 4.460], [0.521, -2.461, 3.615], [1.637, 0.361, 2.578], [-1.032, 0.348, -1.227], [-0.067, 0.895, -2.335], [-1.551, 0.849, -2.388], [0.646, 1.592, -1.919], [0.209, 0.341, -3.197], [-1.968, 1.831, -2.496], [-4.073, 1.004, -2.915], [-3.695, 0.026, -3.163], [-2.320, -0.251, -3.000], [-1.685, -1.474, -3.112], [-0.654, -1.558, -2.852], [-2.497, -2.510, -3.558], [-1.946, -3.377, -3.835], [-3.846, -2.303, -3.853], [-4.411, -3.152, -4.319], [-4.443, -1.050, -3.619], [-5.431, -0.877, -3.980], [4.293, 1.232, 4.396]], "total_energy_ha": -1101.10673, "lumo_energy_ev": -0.575, "de_lowest_ev": 1.8221, "gap_ev": 7.541}

=====

{"formula": "C18H18IN9O5SbSe4Tc", "method": "ωB97M-V/def2-TZVPD", "species": ["Tc", "O", "C", "C", "C", "C", "C", "C", "C", "O", "N", "N", "C", "C", "C", "C", "C", "C", "C", "O", "H", "H", "H", "H", "H", "H", "H", "H", "H", "H", "N", "N", "C", "N", "N", "N", "O", "O", "H", "H", "H", "H", "H", "I", "C", "C", "N", "N", "C", "H", "H", "H", "Se", "Sb", "Se", "Se", "Se"], "coordinates": [[-1.670, -0.102, 0.128], [3.167, -2.827, 0.036], [2.821, -2.617, -1.250], [3.850, -2.925, -2.168], [3.674, -2.875, -3.561], [2.438, -2.378, -4.044], [1.508, -1.918, -3.112], [1.627, -2.087, -1.728], [0.597, -1.466, -0.786], [-0.296, -0.650, -1.277], [0.644, -1.823, 0.470], [-0.362, -1.188, 1.192], [-0.454, -1.495, 2.459], [-1.523, -1.039, 3.359], [-1.552, -1.616, 4.638], [-2.543, -1.353, 5.485], [-3.503, -0.403, 5.082], [-3.463, 0.244, 3.839], [-2.509, -0.080, 2.906], [-2.501, 0.561, 1.746], [2.419, -2.650, 0.661], [4.686, -3.377, -1.739], [4.460, -3.330, -4.179], [2.273, -2.320, -5.081], [0.536, -1.423, -3.448], [0.362, -2.112, 2.915], [-0.851, -2.456, 4.865], [-2.606, -1.911, 6.434], [-4.421, -0.234, 5.622], [-4.131, 1.027, 3.476], [0.914, 2.203, 0.457], [0.032, 3.196, 0.831], [-1.209, 3.191, 0.393], [-2.027, 4.198, 0.726], [-1.531, 2.077, -0.441], [-2.824, 2.125, -0.868], [-3.257, 0.948, -1.126], [-3.515, 3.100, -1.037], [1.373, 1.712, 1.239], [1.592, 2.544, -0.211], [0.390, 3.998, 1.337], [-1.729, 4.800, 1.437], [-2.976, 4.295, 0.392], [6.941, 2.526, -3.414], [5.004, 2.132, -2.709], [3.951, 1.547, -3.352], [2.927, 1.651, -2.489], [3.262, 2.177, -1.302], [4.535, 2.561, -1.455], [3.898, 1.137, -4.334], [2.184, 1.014, -2.438], [5.092, 3.002, -0.675], [-6.204, -3.592, -1.549], [-5.183, -1.700, -0.309], [-6.057, -0.024, 1.007], [-5.585, -1.698, -2.878], [-2.678, -2.295, -0.168]], "total_energy_ha": -11789.83932, "lumo_energy_ev": [-4.614, -6.391], "de_lowest_ev": 0.4917, "spin_multiplicity": 4, "charge": 1, "gap_ev": [5.520, 3.568]}

=====

{"formula": "C18H18N2O3S2", "method": "ωB97M-V/def2-TZVPD", "species": ["C", "C", "O", "C", "C", "C", "C", "S", "O", "O", "N", "C", "C", "C", "C", "C", "C", "S", "C", "C", "C", "C", "C", "N", "C", "H", "H", "H", "H", "H", "H", "H", "H", "H", "H", "H", "H", "H", "H", "H", "H", "H", "H"], "coordinates": [[-5.570, -1.112, 0.065], [-4.612, -1.230, 1.243], [-3.382, -1.841, 0.874], [-2.430, -1.227, 0.157], [-1.398, -2.060, -0.254], [-0.315, -1.576, -0.974], [-0.225, -0.248, -1.299], [1.251, 0.168, -2.219], [1.348, -0.721, -3.336], [1.387, 1.576, -2.455], [2.450, -0.366, -1.162], [2.937, 0.393, -0.113], [2.156, 1.370, 0.497], [2.657, 2.107, 1.554], [3.939, 1.882, 2.029], [4.719, 0.900, 1.445], [4.222, 0.157, 0.390], [5.226, -1.132, -0.338], [4.488, -2.554, 0.537], [-1.239, 0.649, -0.922], [-1.218, 2.028, -1.234], [-2.239, 2.836, -0.813], [-3.293, 2.258, -0.090], [-3.352, 0.990, 0.204], [-2.362, 0.162, -0.179], [-5.691, -2.079, -0.417], [-6.537, -0.768, 0.419], [-5.189, -0.399, -0.660], [-4.436, -0.250, 1.691], [-5.019, -1.913, 1.994], [-1.463, -3.105, 0.006], [0.469, -2.241, -1.299], [3.159, -0.924, -1.624], [1.164, 1.558, 0.121], [2.040, 2.867, 2.007], [4.328, 2.463, 2.850], [5.719, 0.702, 1.798], [3.419, -2.583, 0.350], [4.687, -2.460, 1.600], [4.967, -3.444, 0.143], [-0.391, 2.418, -1.806], [-2.246, 3.891, -1.035], [-4.126, 2.856, 0.256]], "total_energy_ha": -1828.30631, "lumo_energy_ev": -0.250, "de_lowest_ev": 0.3353, "gap_ev": 8.210}

=====

{"formula": "C18H18N2O4", "method": "ωB97M-V/def2-TZVPD", "species": ["C", "C", "O", "C", "C", "C", "C", "C", "C", "H", "H", "N", "C", "O", "N", "H", "C", "C", "O", "O", "H", "H", "C", "C", "C", "C", "C", "C", "C", "H", "H", "H", "H", "H", "H", "H", "H", "H", "H", "H", "H", "H"], "coordinates": [[-7.794, -0.170, 0.336], [-6.597, 0.774, -0.175], [-6.847, 1.995, -0.581], [-5.302, 0.254, -0.127], [-4.988, -1.162, 0.209], [-3.749, -1.466, 0.449], [-2.766, -0.648, 0.140], [-3.032, 0.773, -0.610], [-4.386, 1.164, -0.614], [-4.565, 2.075, -0.883], [-2.292, 1.618, -0.798], [-1.472, -0.890, -0.060], [-0.185, -0.524, -0.453], [-0.129, 0.858, -0.773], [0.893, -1.132, -0.274], [0.790, -2.022, 0.478], [2.254, -0.756, -0.369], [3.125, -1.742, -0.795], [4.206, -1.424, -1.666], [2.836, -2.831, -0.209], [3.465, -3.548, -0.704], [2.006, 0.247, -1.062], [2.827, 0.205, 0.883], [4.105, 0.749, 0.684], [5.344, 0.269, 0.689], [6.656, 0.676, 0.599], [6.643, 1.630, -0.143], [5.498, 2.582, -0.597], [4.158, 1.830, -0.129], [3.358, 2.301, -0.499], [5.514, 3.438, -1.201], [7.558, 2.221, -0.522], [7.513, 0.216, 0.963], [5.284, -0.937, 1.495], [2.098, 0.798, 1.146], [2.968, -0.446, 1.664], [-1.248, -1.924, 0.218], [-3.442, -2.347, 1.024], [-5.789, -1.631, 0.713], [-8.924, 0.449, 0.230], [-7.632, -0.532, 1.453], [-7.960, -0.993, -0.126]], "total_energy_ha": -1106.63106, "lumo_energy_ev": -0.658, "de_lowest_ev": 17.0237, "gap_ev": 7.588}

=====

{"formula": "C18H18N2OS", "method": "ωB97M-V/def2-TZVPD", "species": ["C", "C", "C", "C", "C", "C", "N", "C", "N", "C", "S", "C", "C", "C", "C", "O", "C", "C", "C", "C", "C", "C", "H", "H", "H", "H", "H", "H", "H", "H", "H", "H", "H", "H", "H", "H", "H", "H", "H", "H"], "coordinates": [[-5.450, -0.676, 2.618], [-4.350, -0.340, 1.467], [-3.484, 0.327, 1.912], [-2.547, 0.678, 0.797], [-2.644, 0.125, -0.702], [-1.640, 0.609, -1.646], [-0.400, 1.059, -1.104], [-0.025, 2.187, -0.852], [1.245, 2.188, -0.339], [2.070, 1.410, -0.003], [3.592, 1.429, 0.744], [3.901, -0.385, 0.545], [2.738, -0.899, 0.057], [1.733, -0.009, -0.514], [0.496, -0.128, -1.001], [-0.029, -1.415, -1.208], [3.078, -2.156, -0.455], [4.237, -2.427, 0.795], [5.108, -1.022, 0.745], [-3.729, -0.519, -0.872], [-3.989, -0.975, -2.207], [-4.521, -0.696, 0.143], [-6.449, -0.151, 2.606], [-5.711, -1.703, 2.560], [-5.260, -0.246, 3.610], [-3.252, 0.846, 2.624], [-1.687, 1.402, 0.894], [-1.988, 1.673, -2.211], [-1.646, -0.194, -2.479], [-0.574, 2.870, -0.845], [2.329, -2.912, 0.121], [3.265, -2.754, -1.266], [5.035, -3.118, 0.237], [4.012, -2.859, 1.793], [5.372, -0.929, 1.930], [5.775, -0.981, 0.008], [-4.985, -1.681, -2.295], [-3.255, -1.767, -2.508], [-4.007, -0.003, -2.919], [-5.515, -1.393, -0.228]], "total_energy_ha": -1279.07704, "lumo_energy_ev": -0.193, "de_lowest_ev": 17.1078, "gap_ev": 7.450}

=====

{"formula": "C18H18N4O3S", "method": "ωB97M-V/def2-TZVPD", "species": ["O", "S", "O", "C", "C", "C", "C", "C", "C", "N", "C", "C", "C", "C", "C", "C", "C", "N", "C", "N", "C", "C", "O", "C", "C", "N", "H", "H", "H", "H", "H", "H", "H", "H", "H", "H", "H", "H", "H", "H", "H", "H", "H", "H"], "coordinates": [[2.674, 2.690, 1.832], [2.621, 2.060, 0.549], [3.816, 1.523, -0.014], [1.759, 3.069, -0.638], [0.993, 4.127, -0.193], [0.272, 4.865, -1.117], [0.321, 4.524, -2.460], [1.091, 3.454, -2.889], [1.821, 2.716, -1.971], [1.478, 0.801, 0.715], [0.829, 0.357, 1.808], [-0.106, -0.577, 1.411], [-1.006, -1.229, 2.356], [-1.445, -0.514, 3.479], [-2.262, -1.139, 4.398], [-2.630, -2.461, 4.185], [-2.155, -3.084, 3.044], [-1.368, -2.494, 2.163], [0.046, -0.625, -0.022], [-0.713, -1.243, -0.974], [-0.291, -1.024, -2.343], [0.936, -1.904, -2.651], [0.967, -3.040, -1.813], [-0.313, -3.582, -1.597], [-1.201, -2.599, -0.796], [0.991, 0.224, -0.404], [0.983, 4.358, 0.861], [-0.329, 5.700, -0.791], [-0.246, 5.098, -3.178], [1.123, 3.196, -3.937], [2.432, 1.878, -2.260], [1.113, 0.719, 2.775], [-1.155, 0.517, 3.608], [-2.613, -0.606, 5.270], [-3.266, -2.986, 4.879], [-2.408, -4.112, 2.817], [-1.136, -1.292, -2.986], [-0.048, 0.029, -2.479], [1.858, -1.362, -2.439], [0.925, -2.215, -3.709], [-0.156, -4.504, -1.035], [-0.781, -3.833, -2.563], [-2.234, -2.644, -1.161], [-1.187, -2.838, 0.269]], "total_energy_ha": -1539.59146, "lumo_energy_ev": 0.330, "de_lowest_ev": 3.5930, "gap_ev": 8.270}

=====

{"formula": "C18H18N4O4", "method": "ωB97M-V/def2-TZVPD", "species": ["C", "C", "C", "O", "C", "C", "C", "C", "C", "C", "C", "N", "C", "N", "O", "C", "N", "C", "N", "C", "O", "C", "C", "C", "O", "C", "H", "H", "H", "H", "H", "H", "H", "H", "H", "H", "H", "H", "H", "H", "H", "H", "H", "H"], "coordinates": [[-4.675, -1.803, 0.153], [-4.352, -0.935, -1.057], [-4.227, 0.541, -0.669], [-3.196, 0.785, 0.264], [-1.883, 0.687, -0.121], [-1.472, 0.603, -1.446], [-0.137, 0.505, -1.793], [0.834, 0.487, -0.810], [2.306, 0.372, -1.154], [3.059, 1.592, -0.668], [2.850, 2.804, -1.334], [2.678, 3.802, -1.878], [3.860, 1.550, 0.423], [4.565, 2.607, 0.918], [4.125, 0.407, 1.122], [3.692, -0.766, 0.603], [4.162, -1.846, 1.284], [3.814, -3.004, 0.854], [3.038, -3.203, -0.227], [2.501, -2.149, -0.989], [1.809, -2.393, -1.953], [2.879, -0.849, -0.489], [0.439, 0.585, 0.515], [-0.897, 0.689, 0.884], [-1.086, 0.766, 2.235], [-2.345, 1.084, 2.786], [-3.895, -1.703, 0.904], [-5.622, -1.505, 0.596], [-4.741, -2.849, -0.137], [-5.141, -1.025, -1.806], [-3.416, -1.275, -1.504], [-5.133, 0.860, -0.145], [-4.108, 1.170, -1.560], [-2.204, 0.614, -2.237], [0.139, 0.432, -2.833], [2.397, 0.269, -2.242], [4.275, 3.529, 0.641], [4.954, 2.493, 1.838], [4.170, -3.873, 1.389], [2.792, -4.137, -0.533], [1.165, 0.580, 1.315], [-3.068, 0.278, 2.642], [-2.747, 2.008, 2.367], [-2.160, 1.218, 3.852]], "total_energy_ha": -1216.70302, "lumo_energy_ev": 0.376, "de_lowest_ev": 2.1099, "gap_ev": 8.344}